Computed, not measured: C11H14BF3N6O3SV as an isolated structure at a distorted geometry, with ωB97M-V with the def2-TZVPD basis set.

The geometry in ORCA input format:
```
! RIJCOSX wB97M-V def2-TZVPD def2/J DEFGRID3
* xyz 2 4
C -2.3512 0.3382 2.0254
N -1.5532 0.0707 0.9762
N -1.2303 -1.2963 1.0015
C -1.8773 -1.8298 2.0703
C -2.5432 -0.8300 2.7669
B -0.5831 -2.1065 -0.1998
N -0.9676 -1.3715 -1.5453
N -1.0912 0.0141 -1.6830
C -1.5062 0.2819 -2.9518
C -1.7721 -0.9190 -3.5964
C -1.4740 -1.9251 -2.6785
V -0.9410 1.4316 -0.3974
N 0.8982 -2.8819 0.0180
N 2.2212 -2.4120 0.0793
C 3.0110 -3.4224 0.4252
C 2.2543 -4.6185 0.5335
C 0.9530 -4.2380 0.2358
H 4.0787 -3.3192 0.5993
H 0.0593 -4.8426 0.1700
H 2.6022 -5.5998 0.8000
H -1.3119 -3.0937 -0.2481
H -1.6847 -2.9829 -2.7461
H -1.9544 -2.9048 2.1805
H -2.1612 -1.0214 -4.5980
H -3.1243 -0.9153 3.6719
H -1.5760 1.2894 -3.3239
H -2.7222 1.3225 2.2226
H 0.8936 0.8654 -0.7766
C 0.7800 1.7827 -1.4146
H 0.8178 1.5100 -2.4789
H -0.1496 2.4669 -1.1887
H 1.6459 2.4093 -1.1867
F 2.0518 1.4668 4.1125
C 0.9174 2.0352 3.6498
F -0.1365 1.2885 4.0589
F 0.7951 3.2736 4.1656
S 0.9303 2.1013 1.7958
O 2.0099 3.0113 1.4756
O 1.1063 0.6944 1.4364
O -0.4275 2.6630 1.4765
*
```

Results
- LUMO (spin up / spin down) (Ha) = -0.360 / -0.379
- HOMO (spin up / spin down) (eV) = -16.23 / -16.25
- energy above the lowest of the compared OMol25 structures with the same formula, charge and spin (kJ/mol) = 27.61
- DFT total energy (eV) = -72048.269
- expectation value of S² = 3.784

Need the Löwdin charges? In units of e they are:
1 C -0.070
2 N -0.089
3 N 0.015
4 C -0.003
5 C 0.015
6 B -0.341
7 N 0.032
8 N -0.154
9 C -0.070
10 C 0.014
11 C 0.011
12 V 1.194
13 N 0.037
14 N 0.161
15 C -0.051
16 C 0.100
17 C 0.030
18 H 0.140
19 H 0.146
20 H 0.141
21 H 0.120
22 H 0.150
23 H 0.146
24 H 0.130
25 H 0.128
26 H 0.137
27 H 0.134
28 H 0.077
29 C -0.022
30 H 0.104
31 H 0.050
32 H 0.111
33 F 0.152
34 C -0.603
35 F 0.119
36 F 0.156
37 S 0.551
38 O -0.232
39 O -0.313
40 O -0.353